Record 1
This record from OMol25 describes a structure of composition C11H15N8S2Zn in a non-equilibrium geometry. The level of theory is ωB97M-V/def2-TZVPD.

- Highest occupied orbital energy: -11.31 eV
- Max |F|: 0.042 Eh/bohr
- E_LUMO: -0.1250 Eh
- Net charge: +1

XYZ file:
```
37
Properties=species:S:1:pos:R:3:mulliken_charge:R:1
Zn 0.52 0.41 -0.96 0.06
C 2.78 -1.01 2.43 -1.51
C 1.92 -0.86 1.22 1.02
N 1.29 0.20 0.96 0.89
N 1.27 1.24 1.87 -1.24
C 1.11 2.38 1.30 0.52
N 1.13 3.52 2.06 -0.43
S 0.78 2.67 -0.41 -0.40
C 1.82 -1.90 0.18 0.38
C 2.25 -3.20 0.44 -0.81
C 2.24 -4.09 -0.59 -0.28
C 1.76 -3.75 -1.82 -0.74
C 1.36 -2.46 -2.02 0.05
N 1.32 -1.55 -1.04 -0.17
H 3.30 -0.10 2.66 0.42
H 3.62 -1.73 2.32 0.46
H 2.20 -1.25 3.34 0.29
H 1.09 3.46 3.08 0.24
H 0.84 4.40 1.65 0.22
H 2.59 -3.42 1.44 0.42
H 2.60 -5.10 -0.40 0.42
H 1.79 -4.44 -2.69 0.35
H 1.08 -2.05 -2.98 0.37
C -4.21 1.94 0.49 -1.21
C -3.52 1.72 -0.81 0.82
N -3.87 2.26 -1.95 -0.68
N -2.98 1.81 -2.86 0.17
C -2.03 0.99 -2.32 0.31
S -0.67 0.38 -3.08 -0.39
N -2.37 0.95 -1.01 0.47
N -1.58 0.25 -0.09 -0.85
H -5.24 2.12 0.36 0.38
H -3.74 2.80 0.98 0.28
H -4.11 1.06 1.16 0.33
H -2.91 2.17 -3.84 0.25
H -2.02 -0.64 0.19 0.27
H -1.41 0.84 0.74 0.32
```

Record 2
This record from OMol25 describes a structure of composition C30H31F5MoN9O3. The level of theory is ωB97M-V/def2-TZVPD.

- ⟨S²⟩: 2.020
- Highest occupied orbital energy (alpha / beta): -10.25 / -10.67 eV
- Max |F|: 0.018 Eh/bohr
- 2S+1: 3
- E_LUMO (alpha / beta): -0.0939 / -0.1117 Eh
- Net charge: +1

XYZ file:
```
79
Properties=species:S:1:pos:R:3:mulliken_spin:R:1
Mo -0.37 0.84 -0.62 1.94
C -3.75 3.47 2.11 0.00
O -3.38 2.15 2.54 0.00
C -2.09 2.09 3.04 -0.01
C -1.85 2.19 4.39 0.02
C -0.55 2.14 4.91 -0.01
C 0.51 2.00 4.04 0.02
C 0.28 1.88 2.66 -0.01
C 1.42 1.76 1.77 0.09
N 1.36 1.42 0.53 -0.07
N 2.63 1.42 -0.11 0.01
C 2.44 1.04 -1.33 0.02
O 1.25 0.76 -1.81 -0.02
C 3.57 0.85 -2.26 -0.01
C 4.87 0.81 -1.75 0.00
C 5.94 0.62 -2.61 0.00
C 5.71 0.49 -3.98 0.00
C 4.42 0.54 -4.48 0.00
C 3.35 0.72 -3.62 0.00
C -1.01 1.92 2.14 0.04
O -1.28 1.85 0.85 -0.01
H -4.83 3.47 1.98 0.00
H -3.24 3.72 1.18 0.00
H -3.48 4.19 2.88 0.00
H -2.70 2.31 5.05 0.00
H -0.38 2.23 5.97 0.00
H 1.53 2.00 4.40 0.00
H 2.42 1.97 2.17 0.00
H 5.04 0.92 -0.69 0.00
H 6.95 0.59 -2.23 0.00
H 6.55 0.35 -4.65 0.00
H 4.25 0.44 -5.54 0.00
H 2.34 0.77 -4.00 0.00
C -3.36 -2.23 3.00 0.00
N -2.10 -2.01 2.30 0.01
C -0.88 -2.57 2.85 0.00
C -1.97 -1.11 1.30 0.03
N -0.86 -0.88 0.68 0.01
N -3.12 -0.39 0.99 0.00
C -3.38 0.37 -0.13 0.01
N -4.63 0.87 -0.18 0.00
N -2.52 0.55 -1.08 -0.03
H -3.29 -3.18 3.53 0.00
H -4.18 -2.30 2.30 0.00
H -3.56 -1.44 3.73 0.00
H -1.16 -3.23 3.68 0.00
H -0.22 -1.79 3.22 0.00
H -0.35 -3.18 2.11 0.00
H -0.10 -1.52 0.87 0.02
H -3.70 -0.15 1.78 0.00
H -5.23 0.79 0.63 0.00
H -4.80 1.65 -0.79 0.00
H -2.88 1.12 -1.84 0.01
N -0.52 -0.90 -2.16 -0.01
C 0.11 -2.21 -2.14 -0.02
C -0.32 -3.13 -3.05 0.00
C 0.28 -4.40 -3.17 0.00
C 1.33 -4.72 -2.36 0.00
C 1.78 -3.80 -1.39 0.00
C 2.87 -4.11 -0.53 0.00
C 3.25 -3.22 0.42 0.00
C 2.51 -2.02 0.54 0.01
N 1.51 -1.69 -0.23 0.00
C 1.16 -2.54 -1.23 0.02
H -1.51 -1.02 -2.37 0.01
H -0.11 -0.35 -2.93 0.00
H -1.11 -2.85 -3.73 0.00
H -0.09 -5.10 -3.91 0.00
H 1.83 -5.68 -2.45 0.00
H 3.37 -5.06 -0.65 0.00
H 4.07 -3.42 1.09 0.00
H 2.78 -1.31 1.31 0.00
F 0.46 3.24 -2.36 0.01
C -0.68 2.63 -1.93 -0.11
F -1.30 2.12 -3.09 0.01
C -1.60 3.79 -1.49 0.01
F -1.73 4.72 -2.44 0.00
F -2.84 3.35 -1.20 0.00
F -1.14 4.38 -0.39 0.00
```

Record 3
This record from OMol25 describes a structure of composition C20H46DyOP4 in a non-equilibrium geometry. The level of theory is ωB97M-V/def2-TZVPD.

- ⟨S²⟩: 9.351
- Highest occupied orbital energy (alpha / beta): -15.86 / -15.88 eV
- Max |F|: 0.081 Eh/bohr
- 2S+1: 6
- E_LUMO (alpha / beta): -0.4099 / -0.4063 Eh
- Net charge: +3

XYZ file:
```
72
Properties=species:S:1:pos:R:3:mulliken_spin:R:1
Dy -0.05 -0.05 0.28 4.88
P -2.51 -1.27 -0.77 0.01
P 1.36 -2.70 1.00 0.01
P 0.57 -0.05 -2.49 0.02
H -0.77 4.96 1.00 0.00
C -0.93 4.86 -0.08 0.00
C -2.07 4.44 -0.62 0.00
H -2.96 4.18 0.00 0.00
C -3.96 -1.57 0.33 -0.01
C -2.36 -2.97 -1.47 0.00
C -3.39 -0.42 -2.14 0.00
C 2.89 -2.30 1.90 0.00
C 0.22 -3.62 2.02 0.00
C 1.66 -3.60 -0.55 0.00
C 0.01 1.52 -3.26 0.00
C 0.08 -1.26 -3.78 0.00
C 2.36 0.03 -2.83 0.00
H -0.09 5.20 -0.74 0.00
H -2.21 4.38 -1.71 0.00
H -4.47 -0.61 0.56 0.00
H -3.65 -2.03 1.27 0.00
H -4.67 -2.23 -0.18 0.00
H -1.85 -3.62 -0.74 0.00
H -1.77 -2.95 -2.40 0.00
H -3.36 -3.37 -1.67 0.00
H -3.79 0.53 -1.76 0.00
H -4.23 -1.05 -2.49 0.00
H -2.72 -0.21 -2.98 0.00
H 3.31 -3.27 2.21 0.00
H 2.61 -1.65 2.75 0.00
H 3.52 -1.75 1.18 0.00
H 0.78 -4.53 2.42 0.00
H -0.67 -3.99 1.42 0.00
H -0.19 -3.06 2.89 0.00
H 2.35 -4.43 -0.28 0.00
H 2.12 -2.88 -1.27 0.00
H 0.66 -3.91 -0.96 0.00
H 0.72 1.79 -4.06 0.00
H -0.01 2.33 -2.51 0.00
H -0.99 1.41 -3.68 0.00
H 0.63 -1.03 -4.70 0.00
H -0.99 -1.24 -3.97 0.00
H 0.36 -2.28 -3.45 0.00
H 2.49 0.31 -3.88 0.00
H 2.83 -0.96 -2.66 0.00
H 2.86 0.77 -2.19 0.00
C 2.56 1.78 0.59 0.01
C 3.68 1.12 1.03 0.00
C 4.92 1.58 0.62 0.00
C 5.05 2.70 -0.22 0.00
C 3.86 3.35 -0.68 0.00
C 2.64 2.97 -0.17 0.00
O 1.29 1.40 0.76 0.05
H 0.54 -1.87 0.11 0.00
H 3.62 0.30 1.73 0.00
H 5.86 1.08 0.94 0.00
H 6.04 3.08 -0.52 0.00
H 3.93 4.14 -1.40 0.00
H 1.74 3.51 -0.40 0.00
C -3.18 1.41 2.45 0.00
P -1.65 0.42 2.49 0.04
C -0.58 1.50 3.51 0.00
C -2.06 -0.87 3.72 0.00
H -4.05 0.77 2.30 0.00
H -3.27 1.95 3.41 0.00
H -3.13 2.14 1.63 0.00
H -1.22 2.07 4.19 0.00
H 0.12 0.86 4.11 0.00
H 0.03 2.17 2.90 0.00
H -3.00 -0.60 4.23 0.00
H -2.18 -1.84 3.23 0.00
H -1.26 -0.93 4.47 0.00
```

Record 4
This record from OMol25 describes a structure of composition C10H10NO4P in a non-equilibrium geometry. The level of theory is ωB97M-V/def2-TZVPD.

- Highest occupied orbital energy: 0.72 eV
- Max |F|: 0.104 Eh/bohr
- E_LUMO: 0.1773 Eh
- Net charge: -2

XYZ file:
```
26
Properties=species:S:1:pos:R:3:mulliken_charge:R:1
C 3.21 1.59 0.59 -0.54
C 2.51 2.43 -0.26 -0.38
C 2.68 0.35 0.92 -0.72
C 1.30 2.02 -0.80 -0.41
C 1.46 -0.07 0.40 1.05
C 0.76 0.78 -0.48 0.08
C 0.84 -1.38 0.79 -1.05
C 0.10 -2.02 -0.39 -0.81
C -0.82 -1.02 -1.07 0.32
C -1.55 -0.03 -0.30 -0.49
N -0.43 0.39 -1.09 -0.48
O -5.52 0.14 -0.20 -0.88
O -3.66 0.35 1.57 -0.85
O -3.77 -1.72 0.08 -0.81
O -3.12 0.59 -0.95 -0.54
P -4.12 -0.24 0.23 0.92
H 4.16 1.91 1.01 0.34
H 2.92 3.40 -0.52 0.34
H 3.23 -0.31 1.59 0.33
H 0.74 2.66 -1.47 0.45
H 1.61 -2.07 1.17 0.40
H 0.12 -1.20 1.59 0.30
H 0.83 -2.38 -1.12 0.37
H -0.50 -2.87 -0.04 0.35
H -1.25 -1.36 -2.00 0.29
H -1.70 0.06 0.75 0.40
```

Record 5
This record from OMol25 describes a cluster of 2 separate species, C2H4OSi in total in a non-equilibrium geometry. The level of theory is ωB97M-V/def2-TZVPD.

- Highest occupied orbital energy: -10.30 eV
- SMILES: O=[SiH2].C#C
- Max |F|: 0.051 Eh/bohr
- E_LUMO: -0.0174 Eh

XYZ file:
```
8
Properties=species:S:1:pos:R:3:mulliken_charge:R:1
O -1.36 0.58 -1.20 -0.40
Si -0.06 1.25 -1.59 0.50
H -0.07 2.66 -1.33 -0.06
H 1.22 0.61 -2.03 -0.05
C -0.05 -1.97 1.91 -0.42
C -0.97 -1.24 1.57 -0.36
H 0.77 -2.57 2.27 0.37
H -1.77 -0.66 1.17 0.42
```

Record 6
This record from OMol25 describes a structure of composition C7H11N in a non-equilibrium geometry. The level of theory is ωB97M-V/def2-TZVPD.

- Highest occupied orbital energy: -8.63 eV
- Max |F|: 0.117 Eh/bohr
- E_LUMO: 0.0377 Eh

XYZ file:
```
19
Properties=species:S:1:pos:R:3:mulliken_charge:R:1
C -1.79 0.17 -1.44 -1.38
C -0.67 -0.10 -0.64 1.24
C -0.64 -0.88 0.64 -0.73
C 0.69 -0.11 0.84 0.40
C -0.17 1.20 0.34 -0.82
C 1.49 -0.66 -0.32 -0.32
C 0.63 -0.61 -1.23 -1.03
H -2.23 -0.82 -1.79 0.31
H -2.45 0.87 -0.71 0.28
H -1.44 0.74 -2.31 0.35
H -1.24 -0.54 1.53 0.26
H -0.86 -1.97 0.45 0.26
H 2.06 -0.30 2.52 0.24
H 2.09 1.14 1.65 0.22
H 0.55 1.91 -0.21 0.39
H -0.82 1.41 1.27 0.31
H 2.65 -0.77 -0.26 0.28
H 0.62 -1.06 -2.23 0.34
N 1.52 0.40 1.90 -0.60
```

Record 7
This record from OMol25 describes a cluster of 2 separate species, C11H15N in total in a non-equilibrium geometry. The level of theory is ωB97M-V/def2-TZVPD.

- Highest occupied orbital energy: -7.81 eV
- SMILES: Cc1c[nH]c2ccccc12.CC
- Max |F|: 0.043 Eh/bohr
- E_LUMO: 0.0339 Eh

XYZ file:
```
27
Properties=species:S:1:pos:R:3:mulliken_charge:R:1
C -2.37 -0.26 3.94 -1.35
C -1.25 -0.19 2.94 0.44
C -0.07 0.41 3.23 -0.60
N 0.73 0.54 2.10 -0.06
C 0.01 0.05 1.04 -0.63
C 0.26 0.12 -0.32 -0.08
C -0.75 -0.24 -1.20 -0.32
C -1.95 -0.82 -0.73 -0.56
C -2.21 -0.92 0.63 -0.64
C -1.24 -0.43 1.53 0.97
H -2.00 -0.53 4.93 0.38
H -3.04 -1.08 3.70 0.37
H -2.91 0.67 4.10 0.27
H 0.34 0.78 4.16 0.40
H 1.52 1.16 2.03 0.23
H 1.11 0.62 -0.78 0.31
H -0.59 -0.35 -2.26 0.19
H -2.60 -1.18 -1.52 0.37
H -3.21 -1.04 1.02 0.30
C 2.30 0.69 -2.90 0.02
C 2.71 0.01 -4.21 -1.14
H 2.21 1.76 -3.10 0.28
H 1.30 0.37 -2.66 -0.41
H 2.95 0.41 -2.07 0.31
H 2.89 -1.05 -4.03 0.32
H 3.74 0.28 -4.49 0.33
H 2.13 0.21 -5.10 0.32
```

Record 8
This record from OMol25 describes a structure of composition C20H21N5O3Pd in a non-equilibrium geometry. The level of theory is ωB97M-V/def2-TZVPD.

- ⟨S²⟩: 6.040
- Highest occupied orbital energy (alpha / beta): -20.12 / -20.02 eV
- Max |F|: 0.124 Eh/bohr
- 2S+1: 5
- E_LUMO (alpha / beta): -0.5399 / -0.6646 Eh
- Net charge: +4

XYZ file:
```
50
Properties=species:S:1:pos:R:3:mulliken_spin:R:1
N -0.43 3.74 -0.16 0.01
C -0.08 4.85 -0.19 0.01
C 0.35 6.24 -0.24 0.00
H -0.51 6.93 -0.29 0.00
H 1.00 6.42 -1.11 0.00
H 0.94 6.50 0.66 0.00
N 3.44 -2.23 0.68 0.01
C 4.10 -2.67 -0.20 0.00
C 4.81 -3.14 -1.39 0.00
H 4.93 -2.34 -2.15 0.00
H 4.28 -3.95 -1.89 0.00
H 5.80 -3.51 -1.14 0.00
N -3.61 -1.10 -0.14 0.01
C -4.48 -1.87 -0.19 0.01
C -5.57 -2.84 -0.26 0.00
H -5.38 -3.68 0.42 0.00
H -5.66 -3.25 -1.27 0.00
H -6.53 -2.37 0.01 0.00
Pd -0.10 0.07 -0.58 0.97
C -0.42 -1.68 0.25 0.12
O -0.50 -2.72 0.74 -0.01
C 1.38 1.05 0.25 0.12
O 2.30 1.54 0.74 -0.01
C 0.71 1.17 -2.45 0.07
C -0.70 1.28 -2.41 0.05
C -1.47 0.09 -2.42 0.06
C -0.80 -1.15 -2.45 0.08
C 0.57 -1.21 -2.80 0.22
C 1.32 -0.05 -2.80 0.23
H 1.30 2.08 -2.27 -0.01
H -1.16 2.25 -2.21 0.01
H -2.54 0.11 -2.21 0.01
H -1.38 -2.06 -2.27 -0.01
H 1.03 -2.17 -3.05 0.01
H 2.39 -0.07 -3.06 0.01
N -3.54 0.99 6.07 0.20
C -2.77 1.91 5.40 0.00
O -2.68 3.08 5.77 0.82
C -2.09 1.36 4.17 0.07
C -2.44 0.16 3.54 0.24
C -1.92 -0.13 2.26 0.23
N -1.10 0.71 1.60 -0.06
C -0.66 1.79 2.26 0.25
C -1.15 2.17 3.52 0.20
H -3.93 1.31 6.94 -0.01
H -3.42 -0.01 5.93 -0.01
H -3.12 -0.55 4.00 0.00
H -2.27 -1.04 1.76 0.04
H 0.03 2.48 1.76 0.04
H -0.77 3.08 3.98 -0.01
```

Record 9
This record from OMol25 describes a structure of composition C25H63AsF6MgN3O20 in a non-equilibrium geometry. The level of theory is ωB97M-V/def2-TZVPD.

- Highest occupied orbital energy: -6.25 eV
- Max |F|: 0.062 Eh/bohr
- E_LUMO: -0.1395 Eh
- Net charge: -1

XYZ file:
```
119
Properties=species:S:1:pos:R:3:mulliken_charge:R:1
Mg -8.12 -23.60 28.67 1.24
N -8.13 -27.11 24.54 1.04
O -7.94 -26.04 25.14 -0.54
O -9.25 -27.15 23.97 -0.54
O -7.38 -28.05 24.55 -0.56
N -10.32 -27.87 31.49 1.06
O -9.98 -26.98 30.75 -0.58
O -10.86 -28.92 31.13 -0.56
O -10.04 -27.74 32.67 -0.57
As -3.65 -20.16 25.53 2.00
F -2.86 -19.50 27.00 -0.50
F -5.03 -20.81 26.48 -0.55
F -4.38 -20.90 24.11 -0.47
F -2.39 -19.41 24.48 -0.51
F -2.71 -21.64 25.86 -0.49
F -4.69 -18.71 25.33 -0.50
C -3.08 -32.81 24.41 -0.69
N -3.12 -33.20 25.86 0.79
O -2.26 -32.66 26.57 -0.49
O -3.97 -34.03 26.23 -0.49
H -2.26 -33.31 23.90 0.28
H -2.90 -31.75 24.28 0.30
H -4.03 -32.95 23.88 0.30
C -14.11 -32.67 19.34 -0.74
O -12.73 -32.83 19.62 -0.32
C -12.02 -31.69 19.17 -0.34
C -10.48 -31.79 19.19 -0.67
O -9.88 -32.76 18.28 -0.34
C -9.33 -32.20 17.13 -0.69
H -14.54 -31.87 19.94 0.31
H -14.73 -33.46 19.76 0.27
H -14.28 -32.61 18.26 0.30
H -12.38 -30.90 19.83 0.35
H -12.32 -31.39 18.17 0.31
H -10.24 -32.24 20.15 0.26
H -9.89 -30.88 19.14 0.46
H -8.82 -32.85 16.41 0.26
H -8.54 -31.53 17.47 0.30
H -10.06 -31.61 16.58 0.27
C 1.12 -25.44 15.05 -0.79
O 0.40 -26.47 15.68 -0.30
C 1.03 -27.02 16.81 -0.53
C -0.03 -27.49 17.78 -0.54
O -0.93 -26.37 18.06 -0.27
C -1.80 -26.59 19.13 -0.73
H 1.28 -24.58 15.70 0.32
H 0.61 -24.93 14.23 0.27
H 2.06 -25.80 14.65 0.30
H 1.69 -26.34 17.36 0.37
H 1.50 -27.91 16.39 0.33
H 0.42 -27.92 18.67 0.39
H -0.68 -28.26 17.38 0.33
H -2.56 -25.81 19.15 0.24
H -1.29 -26.62 20.09 0.28
H -2.32 -27.53 18.96 0.30
C -4.96 -25.16 30.35 -0.82
O -5.68 -23.93 30.61 -0.24
C -5.50 -23.37 31.89 -0.56
C -6.30 -22.06 32.01 -0.59
O -7.58 -22.08 31.35 -0.24
C -8.28 -20.85 31.52 -0.80
H -3.95 -25.06 30.75 0.31
H -4.82 -25.38 29.30 0.31
H -5.44 -26.04 30.79 0.33
H -4.46 -23.07 31.96 0.35
H -5.74 -24.02 32.73 0.36
H -5.66 -21.28 31.59 0.37
H -6.34 -21.88 33.09 0.35
H -9.29 -20.94 31.14 0.26
H -7.78 -20.05 30.97 0.35
H -8.35 -20.53 32.56 0.30
C -15.85 -37.28 25.68 -0.71
O -14.95 -36.33 26.21 -0.27
C -13.67 -36.58 25.70 -0.60
C -12.58 -36.02 26.67 -0.57
O -12.91 -34.67 27.08 -0.34
C -12.86 -33.73 25.96 -0.69
H -15.48 -38.27 25.95 0.31
H -15.85 -37.20 24.59 0.29
H -16.79 -37.03 26.16 0.23
H -13.65 -36.20 24.68 0.37
H -13.46 -37.65 25.58 0.48
H -11.59 -36.01 26.21 0.36
H -12.49 -36.68 27.54 0.31
H -13.58 -34.02 25.19 0.25
H -11.90 -33.77 25.44 0.30
H -13.07 -32.70 26.23 0.28
C -10.54 -22.78 18.82 -0.72
O -11.55 -22.61 17.84 -0.30
C -12.81 -23.30 18.07 -0.61
C -13.93 -22.71 17.17 -0.48
O -13.92 -21.29 17.05 -0.34
C -14.15 -20.58 18.20 -0.60
H -9.67 -22.17 18.58 0.25
H -10.27 -23.83 18.88 0.29
H -10.82 -22.43 19.81 0.31
H -13.22 -23.11 19.06 0.32
H -12.67 -24.39 18.07 0.48
H -14.88 -23.06 17.58 0.35
H -13.83 -23.02 16.13 0.29
H -15.16 -20.86 18.50 0.29
H -14.12 -19.50 18.02 0.24
H -13.46 -20.81 19.01 0.23
C -15.07 -22.76 31.47 -0.77
O -14.25 -22.82 30.33 -0.23
C -14.82 -22.32 29.11 -0.47
C -13.86 -22.92 27.98 -0.60
O -12.55 -22.27 28.05 -0.33
C -12.62 -21.04 27.30 -0.90
H -14.48 -23.20 32.27 0.22
H -16.03 -23.20 31.21 0.32
H -15.17 -21.72 31.80 0.30
H -14.77 -21.24 29.20 0.26
H -15.89 -22.52 29.03 0.46
H -14.33 -22.73 27.01 0.41
H -13.81 -24.01 27.97 0.35
H -12.28 -21.23 26.28 0.34
H -12.09 -20.18 27.71 0.31
H -13.60 -20.59 27.17 0.35
```

Record 10
This record from OMol25 describes a structure of composition C4H8O2 in a non-equilibrium geometry. The level of theory is ωB97M-V/def2-TZVPD.

- Highest occupied orbital energy: -9.66 eV
- Max |F|: 0.042 Eh/bohr
- E_LUMO: 0.0177 Eh

XYZ file:
```
14
Properties=species:S:1:pos:R:3:mulliken_charge:R:1
C 1.50 -0.61 0.67 -1.28
C 0.62 0.43 0.00 0.65
O 1.24 1.50 -0.52 -0.67
C -0.50 -0.16 -0.82 -0.20
C -1.85 -0.31 -0.30 -0.38
O -1.51 0.72 -1.22 -0.42
H 2.15 -1.04 -0.11 0.36
H 2.15 -0.14 1.41 0.30
H 0.90 -1.40 1.12 0.34
H -0.25 1.17 1.03 0.11
H 0.30 1.79 0.32 0.29
H -0.15 -0.86 -1.59 0.40
H -2.10 0.03 0.71 0.23
H -2.48 -1.11 -0.69 0.27
```